{"formula": "CH2O2S", "method": "ωB97M-V/def2-TZVPD", "fmax_ev_per_a": 5.1, "e_homo_ev": -9.8057, "total_energy_ev": -15994.2136, "smiles": "O=S1#CO1.[H][H]", "spin_multiplicity": 1, "e_above_lowest_ev": 5.722, "symbols": ["O", "S", "C", "O", "H", "H"], "positions_angstrom": [[-0.5277, -1.6487, -0.2483], [0.9021, -1.3264, -0.3735], [0.9728, 0.2299, 0.2860], [1.1136, 0.3022, -0.9286], [-0.9059, 1.0769, 0.5376], [-1.5547, 1.3661, 0.7268]], "forces_ev_per_angstrom": [[0.68, -0.21, -0.45], [-1.28, -4.15, -0.65], [0.92, 3.15, 3.87], [0.15, 0.97, -2.88], [-0.08, 0.08, 0.09], [-0.40, 0.15, 0.02]]}